{
  "formula": "C11H27N5O13",
  "method": "wB97M-V/def2-TZVPD",
  "symbols": ["C", "N", "O", "O", "H", "H", "H", "C", "N", "O", "O", "H", "H", "H", "C", "N", "O", "O", "H", "H", "H", "C", "N", "O", "O", "H", "H", "H", "C", "N", "O", "O", "H", "H", "H", "C", "O", "C", "O", "C", "C", "C", "C", "O", "H", "H", "H", "H", "H", "H", "H", "H", "H", "H", "H", "H"],
  "positions_angstrom": [[-3.3465, 1.7900, 2.7147], [-2.6360, 0.9685, 1.7001], [-3.1389, -0.0735, 1.3368], [-1.5764, 1.3963, 1.2853], [-4.2740, 1.2948, 2.9701], [-2.6791, 1.8924, 3.5652], [-3.5228, 2.7622, 2.2662], [2.2550, 1.1981, 0.3807], [2.0179, 0.8390, 1.8025], [2.0730, -0.3301, 2.1178], [1.7769, 1.7526, 2.5714], [2.4944, 0.2915, -0.1605], [1.3504, 1.6662, 0.0027], [3.0796, 1.9002, 0.3608], [-6.0349, 3.7945, -0.4028], [-6.2740, 3.4607, 1.0300], [-6.1427, 2.3024, 1.3724], [-6.5819, 4.3749, 1.7630], [-5.7709, 2.8822, -0.9226], [-6.9517, 4.2327, -0.7849], [-5.2364, 4.5298, -0.4302], [4.0285, -0.3644, -3.3566], [4.0782, 1.0840, -3.0244], [3.1292, 1.5520, -2.4222], [5.0739, 1.6963, -3.3392], [3.0821, -0.7568, -3.0020], [4.1392, -0.4727, -4.4308], [4.8723, -0.8218, -2.8479], [4.9729, 2.9644, 3.0571], [5.6490, 2.1203, 2.0307], [5.0821, 1.1070, 1.6682], [6.7242, 2.4999, 1.6248], [4.0271, 2.5023, 3.3137], [5.6466, 3.0283, 3.9060], [4.8386, 3.9483, 2.6176], [1.4149, -2.9624, -0.0274], [1.5442, -2.1354, -1.1829], [0.4496, -1.7572, -1.8868], [0.5175, -1.7522, -3.0874], [-0.7324, -1.2354, -1.1182], [-1.7100, -2.2439, -0.5042], [-2.1553, -3.3569, -1.4628], [-1.9868, -4.7482, -0.8818], [-2.1802, -5.7794, -1.8343], [2.4217, -3.0990, 0.3515], [1.0001, -3.9295, -0.3087], [0.8118, -2.4972, 0.7508], [-1.2824, -0.6480, -1.8520], [-0.3766, -0.5486, -0.3479], [-1.3167, -2.6653, 0.4213], [-2.5660, -1.6492, -0.2091], [-1.6188, -3.3002, -2.4139], [-3.2090, -3.2280, -1.7124], [-1.0066, -4.8429, -0.3990], [-2.7402, -4.9260, -0.1146], [-1.5038, -5.7077, -2.5139]],
  "lumo_energy_ha": -0.0061,
  "gap_ev": 10.07,
  "smiles": "C[N+](=O)[O-].C[N+](=O)[O-].C[N+](=O)[O-].C[N+](=O)[O-].C[N+](=O)[O-].COC(=O)CCCCO",
  "e_tot_ha": -1686.741481,
  "relative_energy_kcal_mol": 0.0,
  "homo_ev": -10.237
}